Here is 2 unconnected molecules or ions with the total composition C2H7NO3 from the Open Molecules 2025 dataset. Energies are from ωB97M-V/def2-TZVPD.

## Properties
Kohn-Sham gap	10.99	eV
HOMO	-0.3711	Ha
relative energy (zero: lowest compared OMol25 entry of this formula, charge and spin)	39.8	kcal per mole
charge	0

```
13
C2H7NO3 | the Open Molecules 2025 dataset | ωB97M-V/def2-TZVPD
O -0.78 1.29 1.21
C -1.02 1.97 0.22
O -0.31 1.93 -0.96
H -1.65 2.91 0.34
H 0.32 1.25 -0.65
N 0.20 -2.50 -0.70
C 0.53 -1.70 0.46
O 1.14 -0.48 -0.07
H 0.77 -3.30 -0.81
H -0.75 -2.69 -0.85
H -0.09 -1.29 1.21
H 1.18 -2.29 1.05
H 1.35 -0.63 -0.97
```

---

Here is a molecular structure, C16H27ClF8N2O10S2Y from the Open Molecules 2025 dataset. Energies are from ωB97M-V/def2-TZVPD.

## Properties
Kohn-Sham gap	7.14	eV
HOMO	-0.2144	Ha
charge	-1

```
67
C16H27ClF8N2O10S2Y | the Open Molecules 2025 dataset | ωB97M-V/def2-TZVPD
Y -14.61 9.91 12.80
C -16.74 11.19 15.47
O -17.69 10.80 14.47
O -15.51 10.71 14.99
C -16.94 12.77 15.81
F -18.19 13.18 15.77
F -16.47 13.19 16.95
F -16.14 13.42 14.86
C -18.73 9.92 14.87
C -19.79 10.15 13.82
H -19.97 11.20 13.61
H -19.37 9.77 12.89
H -20.65 9.49 13.94
H -19.20 10.27 15.79
H -18.41 8.88 14.95
H -16.93 10.65 16.40
C -17.27 7.97 11.29
O -17.91 9.16 10.97
O -16.21 8.29 12.21
C -18.26 6.72 11.58
F -17.41 5.78 12.05
F -19.14 7.04 12.63
F -18.95 6.17 10.61
C -18.93 9.13 10.02
C -19.42 10.58 9.89
H -18.67 11.36 10.03
H -19.44 10.74 8.81
H -20.33 10.90 10.40
H -19.82 8.55 10.27
H -18.46 8.84 9.08
H -16.73 7.80 10.36
Cl -13.03 8.11 14.21
N -13.53 9.97 10.84
S -13.82 9.96 9.32
O -13.62 8.69 8.57
O -13.61 11.20 8.60
F -15.47 9.86 9.48
S -11.85 10.31 10.44
O -11.50 11.73 10.28
O -10.96 9.31 9.83
F -11.45 9.92 11.94
O -15.70 12.03 12.17
C -16.17 13.14 11.79
O -15.59 14.00 10.92
C -14.22 13.74 10.55
C -13.57 15.06 10.04
C -17.58 13.52 12.01
H -14.24 13.05 9.71
H -13.72 13.29 11.41
H -14.15 15.30 9.15
H -12.49 15.00 9.87
H -13.66 15.88 10.76
H -18.14 12.85 12.67
H -18.05 13.54 11.03
H -17.59 14.54 12.38
C -9.14 12.49 13.24
C -9.78 13.64 12.39
C -11.23 13.87 13.00
C -12.13 12.70 13.12
N -12.85 11.82 13.20
H -9.10 12.67 14.32
H -8.15 12.33 12.81
H -9.82 11.65 13.38
H -9.82 13.44 11.32
H -9.26 14.59 12.55
H -11.81 14.71 12.61
H -11.03 14.25 14.01
```

---

Here is a molecular structure, C30H24CoF5IN2O2 from the Open Molecules 2025 dataset. Energies are from ωB97M-V/def2-TZVPD.

## Properties
Kohn-Sham gap (alpha / beta)	3.52 / 3.91	eV
HOMO (alpha / beta)	0.0279 / 0.0110	Ha
relative energy (zero: lowest compared OMol25 entry of this formula, charge and spin)	44.6	kcal per mole
multiplicity	4
charge	-2

```
65
C30H24CoF5IN2O2 | the Open Molecules 2025 dataset | ωB97M-V/def2-TZVPD
Co 1.32 -0.92 0.16
C -1.75 -4.41 1.27
C -1.93 -3.12 2.01
N -2.86 -3.06 2.95
C -3.02 -1.90 3.59
C -2.27 -0.77 3.31
C -2.61 0.49 4.06
O -3.25 1.47 3.22
C -1.29 -0.81 2.32
C -0.48 0.44 1.98
N 0.92 0.09 1.89
C 1.79 0.52 2.81
C 1.53 1.49 3.82
C 2.47 1.87 4.77
C 3.75 1.32 4.78
C 4.05 0.37 3.80
C 3.12 0.00 2.86
I 3.64 -1.43 1.42
C -1.07 -2.03 1.64
O -0.20 -2.24 0.71
H -2.35 -5.19 1.74
H -0.70 -4.70 1.25
H -2.05 -4.30 0.22
H -3.78 -1.87 4.37
H -1.72 0.97 4.47
H -3.26 0.24 4.90
H -3.64 0.97 2.49
H -0.69 1.16 2.76
H 0.56 1.99 3.84
H 2.20 2.62 5.50
H 4.48 1.61 5.52
H 5.04 -0.08 3.77
F -2.96 -0.03 0.32
C -2.05 0.89 -0.05
C -0.91 1.15 0.68
C -0.11 2.17 0.18
F 0.98 2.58 0.85
C -0.40 2.85 -0.99
F 0.43 3.82 -1.43
C -1.53 2.54 -1.71
F -1.82 3.19 -2.85
C -2.37 1.56 -1.23
F -3.49 1.26 -1.90
C 1.33 -2.39 -3.62
C 0.90 -1.07 -2.94
C -0.58 -1.23 -2.53
C 1.75 -0.82 -1.69
C 0.95 0.09 -3.95
C 0.87 -0.07 -5.34
C 0.89 1.02 -6.20
C 0.97 2.31 -5.70
C 1.04 2.49 -4.32
C 1.04 1.40 -3.47
H 1.37 -3.16 -2.85
H 2.33 -2.28 -4.05
H 0.64 -2.72 -4.41
H -0.66 -2.00 -1.76
H -1.21 -1.49 -3.39
H -0.95 -0.29 -2.11
H 2.77 -0.55 -2.02
H 0.80 -1.06 -5.76
H 0.83 0.86 -7.27
H 0.97 3.17 -6.37
H 1.10 3.49 -3.91
H 1.14 1.51 -2.40
```

---

Here is 7 unconnected molecules or ions with the total composition C22H52N8O8P from the Open Molecules 2025 dataset. Energies are from ωB97M-V/def2-TZVPD.

## Properties
Kohn-Sham gap	4.38	eV
HOMO	-0.0888	Ha
charge	-1

```
91
C22H52N8O8P | the Open Molecules 2025 dataset | ωB97M-V/def2-TZVPD
C -1.96 3.94 -0.62
C -3.12 3.38 0.27
P -3.86 1.74 -0.32
C -5.65 2.05 -0.89
N -3.09 1.22 -1.80
C -2.23 0.09 -1.42
O -1.43 0.36 -0.20
N -0.20 0.77 -0.51
O 0.58 0.44 0.34
H -1.78 3.36 -1.54
H -1.03 4.02 -0.03
H -2.22 4.96 -0.94
H -2.71 3.19 1.27
H -3.93 4.14 0.30
H -6.28 2.43 -0.08
H -5.59 2.73 -1.76
H -5.99 1.07 -1.25
H -2.91 -0.75 -1.13
H -1.58 -0.18 -2.27
C 5.46 -0.60 -1.47
O 5.24 0.34 -2.21
N 4.81 -0.85 -0.32
C 5.15 -2.00 0.51
C 3.74 0.04 0.10
H 6.25 -1.34 -1.69
H 4.27 -2.64 0.61
H 5.45 -1.65 1.50
H 5.96 -2.58 0.06
H 2.97 0.06 -0.67
H 4.15 1.05 0.22
H 3.32 -0.29 1.04
C -5.32 -0.91 2.77
O -5.65 -0.84 1.61
N -4.20 -1.51 3.23
C -3.87 -1.56 4.63
C -3.30 -2.12 2.26
H -5.94 -0.47 3.58
H -2.91 -1.06 4.80
H -3.79 -2.60 4.95
H -4.64 -1.06 5.23
H -2.95 -1.36 1.56
H -3.82 -2.90 1.71
H -2.44 -2.56 2.78
C 6.61 -4.18 -2.13
O 6.70 -4.14 -0.92
N 5.96 -5.14 -2.82
C 5.88 -5.13 -4.27
C 5.31 -6.22 -2.09
H 7.06 -3.42 -2.77
H 4.83 -5.08 -4.58
H 6.33 -6.04 -4.66
H 6.41 -4.26 -4.67
H 4.56 -5.80 -1.41
H 6.05 -6.75 -1.49
H 4.83 -6.91 -2.78
C 3.63 4.44 3.69
O 2.51 4.89 3.57
N 3.95 3.13 3.56
C 5.31 2.65 3.71
C 2.90 2.17 3.27
H 4.50 5.07 3.91
H 5.63 2.16 2.79
H 5.36 1.93 4.54
H 5.98 3.48 3.93
H 2.42 2.43 2.33
H 2.14 2.20 4.06
H 3.31 1.16 3.20
C -5.63 -4.50 0.06
O -4.92 -5.45 -0.20
N -6.94 -4.58 0.38
C -7.73 -3.41 0.69
C -7.56 -5.89 0.42
H -5.25 -3.46 0.06
H -8.13 -3.50 1.71
H -8.56 -3.34 -0.02
H -7.13 -2.51 0.63
H -7.05 -6.52 1.15
H -7.48 -6.37 -0.56
H -8.61 -5.80 0.69
C -0.08 6.47 -3.88
O -0.94 5.70 -4.21
N 1.04 6.15 -3.17
C 2.03 7.13 -2.81
C 1.24 4.76 -2.77
H -0.12 7.55 -4.13
H 2.99 6.86 -3.25
H 2.12 7.17 -1.72
H 1.74 8.12 -3.18
H 1.27 4.13 -3.66
H 0.41 4.44 -2.14
H 2.17 4.66 -2.22
```

---

Here is a molecular structure, C35H47As3N3O3Ti from the Open Molecules 2025 dataset. Energies are from ωB97M-V/def2-TZVPD.

## Properties
Kohn-Sham gap (alpha / beta)	5.28 / 7.68	eV
HOMO (alpha / beta)	-0.2925 / -0.3868	Ha
relative energy (zero: lowest compared OMol25 entry of this formula, charge and spin)	0.0	kcal per mole
multiplicity	3
charge	+1

```
92
C35H47As3N3O3Ti | the Open Molecules 2025 dataset | ωB97M-V/def2-TZVPD
Ti -0.28 0.16 0.55
C -0.41 -4.14 -0.43
C 0.31 -4.73 0.62
C 0.85 -3.93 1.60
C 0.68 -2.54 1.52
N 0.06 -1.98 0.45
C -0.50 -2.77 -0.47
C 1.02 -1.61 2.59
C 1.66 -1.94 3.76
C 1.79 -0.99 4.77
C 1.26 0.28 4.58
C 0.65 0.60 3.38
N 0.53 -0.34 2.38
C 0.12 1.91 3.02
C 0.04 2.99 3.90
C -0.45 4.19 3.44
C -0.84 4.31 2.11
C -0.72 3.21 1.29
N -0.25 2.03 1.73
H -0.88 -4.74 -1.19
H 0.41 -5.80 0.68
H 1.36 -4.36 2.45
H -1.03 -2.26 -1.27
H 2.05 -2.93 3.90
H 2.29 -1.24 5.69
H 1.34 1.02 5.36
H 0.34 2.87 4.93
H -0.53 5.03 4.12
H -1.23 5.24 1.70
H -1.00 3.25 0.25
C -7.03 -1.10 1.33
O -6.86 -0.43 0.09
C -5.62 -0.06 -0.27
C -5.55 0.61 -1.52
C -4.34 1.03 -1.97
C -3.14 0.81 -1.24
C -1.90 1.23 -1.78
C -1.79 2.01 -3.05
O -0.79 0.94 -1.24
C -3.23 0.14 0.02
O -2.20 -0.08 0.77
C -4.49 -0.29 0.48
H -8.09 -1.30 1.41
H -6.71 -0.47 2.16
H -6.47 -2.04 1.34
H -6.46 0.77 -2.08
H -4.29 1.53 -2.93
H -2.58 2.76 -3.16
H -1.86 1.33 -3.91
H -0.82 2.50 -3.08
H -4.52 -0.79 1.44
C 1.03 -3.00 -3.80
As 1.34 -1.19 -3.10
C 1.33 -0.34 -4.87
C 3.27 -1.49 -2.83
C 4.17 -0.31 -2.43
C 5.62 -0.80 -2.56
C 4.00 0.11 -0.96
As 2.40 0.93 -0.16
C 3.29 1.45 1.49
C 2.27 2.70 -0.98
C 3.95 0.86 -3.39
As 5.21 2.39 -3.25
C 4.16 3.59 -4.40
C 6.52 1.86 -4.60
H 1.68 -3.19 -4.66
H -0.01 -3.11 -4.10
H 1.26 -3.74 -3.02
H 2.15 -0.71 -5.48
H 1.39 0.75 -4.79
H 0.39 -0.60 -5.35
H 3.65 -1.90 -3.78
H 3.36 -2.29 -2.09
H 5.78 -1.70 -1.95
H 6.33 -0.05 -2.23
H 5.85 -1.06 -3.60
H 4.78 0.85 -0.74
H 4.22 -0.75 -0.32
H 4.23 1.95 1.26
H 3.49 0.56 2.10
H 2.65 2.12 2.06
H 3.26 3.09 -1.21
H 1.79 3.36 -0.25
H 1.66 2.66 -1.87
H 2.95 1.29 -3.26
H 4.00 0.50 -4.43
H 3.28 3.93 -3.86
H 3.85 3.08 -5.31
H 4.77 4.45 -4.65
H 7.22 1.14 -4.19
H 7.07 2.74 -4.91
H 6.03 1.42 -5.48
```

---

Here is a single C6H11NS molecule from the Open Molecules 2025 dataset. Energies are from ωB97M-V/def2-TZVPD.

## Properties
Kohn-Sham gap	7.90	eV
HOMO	-0.2599	Ha
relative energy (zero: lowest compared OMol25 entry of this formula, charge and spin)	79.1	kcal per mole
charge	0

```
19
C6H11NS | the Open Molecules 2025 dataset | ωB97M-V/def2-TZVPD
C -0.33 -0.94 -0.04
C 0.22 1.31 -0.86
C -0.79 1.84 -1.80
C -2.40 -1.71 1.11
C 2.03 2.99 0.58
C -0.88 -1.75 0.97
N -0.06 0.21 -0.29
S 1.99 1.68 -0.77
H -1.53 1.11 -1.95
H -0.26 2.18 -2.74
H -1.29 2.75 -1.62
H -2.84 -0.76 0.74
H -2.94 -2.01 2.02
H -2.72 -2.50 0.44
H 2.07 3.93 0.14
H 2.88 3.03 1.14
H 1.18 2.77 1.15
H -0.46 -2.74 0.85
H -0.40 -1.43 1.96
```

---

| no. | molecular weight (g/mol) | strongest force on any atom (eV Å⁻¹) |
| --- | --- | --- |
| 1 | 93.08 | 2.49 |
| 2 | 747.87 | 9.97 |
| 3 | 725.36 | 0.61 |
| 4 | 587.68 | 3.77 |
| 5 | 830.41 | 0.43 |
| 6 | 129.23 | 4.46 |